Computed, not measured: C11H27CoN5S as an isolated structure, with ωB97M-V/def2-TZVPD.

## Properties
**LUMO level (spin up / spin down)**: -10.066 / -12.014 eV
**Charge**: +3
**Kohn-Sham gap (spin up / spin down)**: 0.2640 / 0.1859 Ha
**Multiplicity**: 5

Atoms and positions in Å:
Co -2.889 -1.427 0.934
C -3.503 -3.952 1.692
C -3.405 -4.100 0.182
N -3.099 -2.807 -0.368
C -4.264 -0.361 -0.631
C -3.675 0.586 0.125
N -2.787 -0.457 2.562
C -3.018 -1.263 3.732
C -2.350 -2.616 3.517
N -2.439 -2.973 2.066
H -3.366 -4.901 2.211
H -4.470 -3.541 1.989
H -4.317 -4.511 -0.269
H -2.607 -4.799 -0.117
H -3.002 -2.806 -1.382
H -5.245 -0.755 -0.383
H -3.857 -0.630 -1.597
H -4.192 1.013 0.975
H -2.776 1.092 -0.215
H -2.771 0.544 2.744
H -4.113 -1.367 3.834
H -2.682 -0.772 4.647
H -2.797 -3.395 4.133
H -1.296 -2.545 3.775
H -1.546 -3.385 1.797
C 2.228 2.642 -3.658
N 3.410 2.475 -2.806
C 4.694 2.602 -3.514
C 3.350 2.095 -1.537
S 1.933 1.243 -0.974
N 4.325 2.344 -0.671
C 5.167 3.546 -0.783
C 4.545 1.563 0.552
H 2.402 3.498 -4.307
H 1.346 2.836 -3.055
H 2.076 1.758 -4.278
H 4.576 2.131 -4.488
H 5.475 2.084 -2.967
H 4.967 3.646 -3.659
H 4.704 4.267 -1.449
H 6.168 3.299 -1.136
H 5.244 3.984 0.210
H 4.102 0.577 0.461
H 4.134 2.084 1.417
H 5.619 1.454 0.689

Computed, not measured: C7H17BN2OS in the gas phase, with ωB97M-V/def2-TZVPD.

## Properties
**LUMO level**: 0.014 eV
**Kohn-Sham gap**: 0.3276 Ha
**Multiplicity**: 1

Atoms and positions in Å:
C -2.003 -2.132 0.223
C -0.555 -2.023 0.907
O -0.352 -2.756 1.881
N 0.405 -1.106 0.296
C 1.236 -1.788 -0.757
B 1.257 -0.390 1.301
S 2.580 -1.393 2.238
C 1.188 1.184 1.645
C 0.123 2.023 0.809
C 0.274 1.920 -0.778
C -1.170 1.541 -1.363
N -1.227 1.448 -2.838
H -2.147 -3.205 -0.142
H -1.990 -1.487 -0.704
H -2.830 -1.883 0.946
H 0.533 -2.059 -1.606
H 2.001 -1.048 -1.166
H 1.732 -2.725 -0.360
H 2.065 -1.520 3.521
H 2.241 1.607 1.617
H 0.861 1.253 2.744
H 0.291 3.122 1.086
H -0.957 1.812 1.106
H 0.502 2.967 -1.166
H 1.104 1.242 -1.136
H -1.903 2.346 -1.006
H -1.484 0.590 -0.834
H -1.288 0.484 -3.164
H -0.487 1.977 -3.301

Computed, not measured: C3H4FN3S in the gas phase, with ωB97M-V/def2-TZVPD.

## Properties
**LUMO level**: 0.629 eV
**ΔE to the lowest compared entry with this formula, charge and spin**: 152.0 kJ/mol
**Kohn-Sham gap**: 0.3301 Ha
**Multiplicity**: 1

Atoms and positions in Å:
N 2.789 0.259 0.010
N 1.445 -0.188 0.064
C 0.992 -1.449 0.068
N -0.315 -1.513 -0.104
C -0.757 -0.225 -0.111
S -2.536 0.000 0.036
C 0.297 0.632 -0.035
F 0.481 1.955 -0.047
H 3.200 -0.083 0.888
H 3.228 -0.234 -0.743
H 1.782 -2.258 0.066
H -2.588 1.332 0.314

Computed, not measured: a 2-piece molecular cluster, C5H9N3O2 overall, with ωB97M-V/def2-TZVPD.

## Properties
**LUMO level**: 0.536 eV
**ΔE to the lowest compared entry with this formula, charge and spin**: 96.9 kJ/mol
**Kohn-Sham gap**: 0.3689 Ha
**Multiplicity**: 1

Atoms and positions in Å:
N -3.256 3.345 -1.186
C -2.496 2.525 -0.892
C -1.688 1.437 -0.318
O -0.507 1.256 -1.072
C 0.311 0.287 -0.661
N 0.112 -0.505 0.327
C 1.375 -1.236 0.510
C 2.175 -0.988 -0.789
N 1.522 0.222 -1.286
H -1.434 1.707 0.720
H -2.291 0.516 -0.328
H 1.907 -0.836 1.388
H 1.189 -2.302 0.693
H 3.245 -0.830 -0.609
H 2.055 -1.817 -1.504
H 1.580 0.479 -2.263
O -1.661 -1.094 2.437
H -1.089 -0.891 1.663
H -1.049 -1.276 3.170

Computed, not measured: C19H21Br2N6NdS2Sb as an isolated structure, with ωB97M-V/def2-TZVPD.

## Properties
**LUMO level (spin up / spin down)**: -9.751 / -9.688 eV
**ΔE to the lowest compared entry with this formula, charge and spin**: 159.5 kJ/mol
**Charge**: +3
**Kohn-Sham gap (spin up / spin down)**: 0.2303 / 0.2327 Ha
**Multiplicity**: 4

Atoms and positions in Å:
Nd -0.618 -10.051 13.716
Br -1.386 -16.834 15.766
C -1.248 -15.033 15.158
C -1.818 -14.662 13.950
C -1.481 -13.401 13.451
N -0.791 -12.543 14.164
C -0.139 -12.879 15.312
C -0.295 -14.220 15.799
C 0.542 -11.886 16.077
C 1.019 -12.125 17.347
C 1.652 -11.112 18.082
Br 2.489 -11.622 19.679
C 1.891 -9.867 17.484
C 1.514 -9.718 16.129
N 0.681 -10.611 15.526
H -2.574 -15.219 13.385
H -1.941 -13.077 12.537
H 0.273 -14.607 16.673
H 0.930 -13.118 17.737
H 2.305 -9.016 18.060
H 1.830 -8.820 15.581
N 0.964 -6.381 12.877
C -0.101 -6.404 13.665
N -0.670 -7.556 14.107
C -1.851 -7.249 14.828
C -2.187 -5.946 14.872
S -1.030 -4.968 14.055
C -2.818 -8.285 15.230
C -4.134 -7.986 15.570
S -5.101 -9.362 15.791
C -3.609 -10.358 15.508
N -2.553 -9.680 15.129
N -3.696 -11.689 15.703
H 1.400 -7.254 12.559
H 1.398 -5.474 12.540
H -3.099 -5.534 15.336
H -4.675 -7.072 15.498
H -4.509 -12.110 16.067
H -2.806 -12.251 15.758
C -2.567 -10.842 8.957
Sb -2.492 -9.781 10.959
C -2.697 -7.618 10.400
C -4.583 -10.268 11.649
H -3.601 -10.965 8.638
H -2.214 -11.868 9.163
H -1.969 -10.337 8.213
H -1.883 -7.360 9.655
H -2.535 -6.999 11.277
H -3.726 -7.469 10.012
H -5.091 -9.299 11.548
H -4.619 -10.697 12.657
H -4.968 -11.006 10.954

Computed, not measured: C5H8O2 as an isolated structure, with ωB97M-V/def2-TZVPD.

## Properties
**LUMO level**: 0.689 eV
**ΔE to the lowest compared entry with this formula, charge and spin**: 273.8 kJ/mol
**Kohn-Sham gap**: 0.3132 Ha
**Multiplicity**: 1

Atoms and positions in Å:
C -0.832 -0.114 -0.155
C -0.712 -1.307 -1.049
C 1.568 0.886 -0.546
C 0.324 0.646 0.256
O -1.079 -0.406 1.616
C 0.218 0.763 1.614
O 0.598 1.199 2.648
H -1.927 -0.118 1.999
H -1.791 0.398 -0.254
H -0.679 -0.964 -2.090
H 0.191 -1.879 -0.843
H -1.586 -1.952 -0.946
H 2.350 1.287 0.099
H 1.951 -0.039 -0.990
H 1.406 1.599 -1.360

Computed, not measured: a 2-piece molecular cluster, C6H7NO2S overall, with ωB97M-V/def2-TZVPD.

## Properties
**LUMO level (spin up / spin down)**: -1.948 / -0.581 eV
**ΔE to the lowest compared entry with this formula, charge and spin**: 522.5 kJ/mol
**Kohn-Sham gap (spin up / spin down)**: 0.2509 / 0.3277 Ha
**Multiplicity**: 1

Atoms and positions in Å:
C -1.025 1.928 -0.204
C -1.903 0.864 0.010
C 0.420 1.764 -0.171
C -1.310 -0.415 0.053
C 0.747 0.443 -0.127
C -2.108 -1.624 0.382
N -0.017 -0.584 -0.061
O 4.149 0.142 1.238
O 4.070 -0.404 -1.207
S 3.473 -0.530 0.112
H -1.434 2.855 -0.555
H -2.926 0.952 -0.181
H 1.234 2.519 -0.559
H -2.663 -1.637 1.331
H -3.054 -1.748 -0.362
H -1.406 -2.517 0.169
H 3.754 -2.008 0.132

Computed, not measured: C6H8ClO6Ti as an isolated structure, with ωB97M-V/def2-TZVPD.

## Properties
**LUMO level (spin up / spin down)**: -2.662 / -2.385 eV
**ΔE to the lowest compared entry with this formula, charge and spin**: 210.2 kJ/mol
**Kohn-Sham gap (spin up / spin down)**: 0.2102 / 0.2208 Ha
**Multiplicity**: 4

Atoms and positions in Å:
Ti 3.627 -5.576 -0.247
Cl 2.116 -2.109 0.299
C 0.778 0.546 4.236
C -0.569 -0.059 4.501
O -1.343 1.125 4.698
C -0.555 2.147 4.973
O -0.938 3.194 5.467
O 0.701 1.786 4.801
H 1.066 0.753 3.205
H 1.618 -0.008 4.655
H -0.520 -0.625 5.431
H -0.918 -0.748 3.732
C 0.436 0.159 -4.464
C -0.445 -0.987 -4.949
O -1.720 -0.438 -4.723
C -1.661 0.848 -4.326
O -2.610 1.499 -3.997
O -0.396 1.268 -4.371
H 1.201 0.403 -5.201
H 0.860 -0.156 -3.511
H -0.358 -1.775 -4.202
H -0.370 -1.247 -6.005

Computed, not measured: C20H16F4IrN4S4 as an isolated structure, with ωB97M-V/def2-TZVPD.

## Properties
**LUMO level (spin up / spin down)**: -11.672 / -11.672 eV
**Charge**: +3
**Kohn-Sham gap (spin up / spin down)**: 0.1757 / 0.1757 Ha
**Multiplicity**: 1

Atoms and positions in Å:
Ir -1.806 -0.757 0.230
C -3.168 1.252 -1.884
C -2.478 0.270 -2.823
S -2.013 -1.349 -2.087
C -3.601 -2.273 -2.104
C -4.684 -1.789 -1.152
S -3.856 -1.686 0.458
C -4.783 -0.795 1.740
C -3.792 -0.630 2.894
S -2.105 -0.011 2.485
C -2.367 1.783 2.220
C -3.076 2.139 0.923
S -2.124 1.356 -0.407
H -4.182 0.963 -1.624
H -3.175 2.256 -2.314
H -1.540 0.679 -3.201
H -3.107 0.041 -3.684
H -3.309 -3.300 -1.874
H -3.947 -2.259 -3.139
H -5.473 -2.538 -1.065
H -5.122 -0.836 -1.439
H -5.609 -1.438 2.047
H -5.177 0.144 1.362
H -3.605 -1.588 3.382
H -4.181 0.049 3.654
H -1.364 2.215 2.266
H -2.920 2.146 3.087
H -3.023 3.212 0.727
H -4.114 1.820 0.903
F 4.707 1.577 2.229
C 4.856 0.839 1.143
C 6.096 0.681 0.613
F 7.106 1.262 1.199
C 6.329 -0.114 -0.573
C 5.150 -0.713 -1.159
C 3.925 -0.540 -0.612
F 2.861 -1.113 -1.183
C 3.710 0.224 0.566
C 2.436 0.354 1.141
C 1.263 -0.208 0.652
N 0.199 -0.523 0.316
C 2.125 1.071 2.345
N 1.667 1.585 3.266
F 5.261 -1.443 -2.239
C 7.584 -0.294 -1.101
C 7.836 -1.075 -2.269
N 8.082 -1.670 -3.221
C 8.763 0.281 -0.542
N 9.744 0.741 -0.155

Computed, not measured: C30H35BiBrN3O4P as an isolated structure, with ωB97M-V/def2-TZVPD.

## Properties
**LUMO level**: -8.746 eV
**ΔE to the lowest compared entry with this formula, charge and spin**: 2.6 kJ/mol
**Charge**: +3
**Kohn-Sham gap**: 0.3016 Ha
**Multiplicity**: 1

Atoms and positions in Å:
Bi -0.083 -0.892 0.534
C 2.566 -1.326 2.932
C 2.351 -2.733 2.430
O 0.969 -2.946 2.139
C 0.211 -3.426 3.250
C -1.249 -3.201 2.947
O -1.517 -1.819 2.635
C -1.597 -0.952 3.766
C -1.603 0.461 3.237
O -0.416 0.701 2.443
C 0.717 1.149 3.224
C 1.976 0.948 2.416
O 2.066 -0.401 1.943
H 3.630 -1.135 3.090
H 2.039 -1.172 3.877
H 2.714 -3.447 3.172
H 2.901 -2.905 1.507
H 0.511 -2.905 4.165
H 0.389 -4.495 3.396
H -1.866 -3.526 3.786
H -1.542 -3.768 2.062
H -0.748 -1.114 4.436
H -2.515 -1.145 4.327
H -1.648 1.185 4.052
H -2.453 0.626 2.577
H 0.746 0.589 4.160
H 0.590 2.209 3.455
H 2.846 1.207 3.022
H 1.967 1.586 1.533
N -1.393 1.700 -1.284
P 0.243 1.342 -1.070
C 0.945 0.992 -2.683
C 2.328 0.842 -2.829
C 2.862 0.569 -4.077
C 2.024 0.432 -5.178
C 0.649 0.562 -5.031
C 0.104 0.837 -3.787
C 0.920 2.874 -0.406
C 1.978 3.561 -0.998
C 2.396 4.771 -0.459
C 1.752 5.303 0.647
C 0.677 4.630 1.224
C 0.262 3.418 0.707
C -2.482 0.958 -0.864
C -3.770 1.350 -1.233
C -4.844 0.600 -0.816
C -4.630 -0.542 -0.037
C -3.345 -0.864 0.298
N -2.273 -0.126 -0.099
H -1.620 2.565 -1.760
H 2.990 0.942 -1.978
H 3.933 0.474 -4.195
H 2.446 0.234 -6.154
H -0.001 0.466 -5.891
H -0.968 0.949 -3.685
H 2.459 3.183 -1.888
H 3.215 5.306 -0.921
H 2.073 6.252 1.053
H 0.158 5.068 2.067
H -0.579 2.898 1.151
H -3.909 2.233 -1.843
H -5.848 0.891 -1.096
H -5.451 -1.157 0.300
H -3.126 -1.725 0.914
Br 2.332 -2.075 -1.161
C 0.824 -2.365 -2.274
C 0.968 -2.980 -3.497
C -0.184 -3.181 -4.245
C -1.407 -2.760 -3.739
C -1.442 -2.146 -2.504
N -0.334 -1.946 -1.770
H 1.941 -3.299 -3.845
H -0.126 -3.669 -5.209
H -2.323 -2.911 -4.292
H -2.376 -1.806 -2.076

Computed, not measured: a 2-piece molecular cluster, C30H30BClF2O2S overall, with ωB97M-V/def2-TZVPD.

## Properties
**LUMO level**: 0.174 eV
**ΔE to the lowest compared entry with this formula, charge and spin**: 0.0 kJ/mol
**Kohn-Sham gap**: 0.2947 Ha
**Multiplicity**: 1

Atoms and positions in Å:
C -0.780 0.328 4.710
C -1.703 -0.065 3.555
C -3.109 0.382 3.889
O -1.260 0.651 2.374
B -0.492 -0.259 1.697
C 0.018 0.231 0.073
C 1.265 0.969 0.491
C 1.503 2.297 0.133
C 2.703 2.926 0.464
C 3.688 2.250 1.190
C 3.407 0.947 1.594
F 4.334 0.278 2.356
C 2.215 0.298 1.282
C 0.226 -1.075 -0.635
C 1.447 -1.439 -1.221
C 1.583 -2.649 -1.905
C 0.516 -3.543 -1.998
C -0.692 -3.159 -1.422
F -1.772 -4.004 -1.532
C -0.858 -1.961 -0.742
O -0.428 -1.529 2.191
C -1.542 -1.584 3.125
C -1.184 -2.554 4.223
C -2.759 -2.117 2.362
H -1.115 -0.129 5.650
H 0.264 0.037 4.529
H -0.813 1.418 4.841
H -3.501 -0.217 4.722
H -3.100 1.431 4.209
H -3.785 0.281 3.034
H -0.757 0.872 -0.365
H 0.722 2.832 -0.413
H 2.870 3.953 0.140
H 4.632 2.717 1.459
H 2.050 -0.724 1.625
H 2.300 -0.761 -1.146
H 2.540 -2.887 -2.373
H 0.603 -4.495 -2.516
H -1.833 -1.691 -0.336
H -1.954 -2.532 5.005
H -1.149 -3.571 3.818
H -0.212 -2.320 4.671
H -3.602 -2.298 3.041
H -3.094 -1.429 1.573
H -2.495 -3.071 1.888
C -3.212 3.016 -1.266
C -2.234 2.194 -2.009
C -2.401 0.891 -2.454
C -1.238 0.366 -3.078
C -0.159 1.240 -3.062
C 1.154 0.999 -3.628
C 1.420 -0.198 -4.335
C 2.713 -0.509 -4.747
C 3.754 0.396 -4.501
Cl 5.350 0.006 -4.992
C 3.499 1.615 -3.852
C 2.204 1.919 -3.445
S -0.688 2.809 -2.484
H -4.155 2.467 -1.184
H -2.843 3.245 -0.256
H -3.391 3.963 -1.789
H -3.331 0.342 -2.314
H -1.175 -0.637 -3.486
H 0.602 -0.886 -4.551
H 2.923 -1.453 -5.245
H 4.319 2.304 -3.668
H 1.997 2.874 -2.961

Computed, not measured: C6H9N in the gas phase, with ωB97M-V/def2-TZVPD.

## Properties
**LUMO level**: 1.183 eV
**ΔE to the lowest compared entry with this formula, charge and spin**: 406.6 kJ/mol
**Kohn-Sham gap**: 0.3529 Ha
**Multiplicity**: 1

Atoms and positions in Å:
C -1.848 0.606 -0.027
C -0.466 0.063 -0.240
C -0.094 -1.195 -0.940
C 0.230 -1.052 0.517
C 1.403 -0.078 0.837
N 2.056 0.581 -0.211
C 0.748 1.007 0.049
H -1.878 1.181 0.908
H -2.586 -0.199 0.054
H -2.145 1.276 -0.843
H -0.940 -1.856 -1.131
H 0.684 -1.224 -1.698
H -0.192 -1.713 1.271
H 1.687 0.118 1.867
H 2.765 0.504 -0.913
H 0.576 1.981 0.500